A cluster of 2 separate species, C4H14N2Se in total, computed with wB97M-V/def2-TZVPD.

```
21
C4H14N2Se, DFT wB97M-V/def2-TZVPD
Se 1.039 0.811 0.197
N 3.885 -0.462 -1.611
N -1.607 0.775 2.019
C -3.239 0.201 0.248
C 2.882 -1.136 -0.869
C -1.883 0.849 0.448
C -0.727 0.033 -0.187
H -1.744 1.885 0.272
H -3.884 0.916 0.734
H -0.898 -0.033 -1.221
H 3.562 0.015 -2.556
H -0.615 -0.964 0.115
H 4.554 0.218 -1.115
H -3.107 -0.791 0.747
H -3.491 0.197 -0.773
H -2.272 1.347 2.591
H 1.953 -1.516 -1.234
H 4.519 -1.220 -1.913
H -0.690 1.050 2.166
H 3.285 -1.873 -0.228
H -1.522 -0.301 2.169
```

Computed properties:
**Energy above the lowest of the compared OMol25 structures with the same formula, charge and spin**: 2.527 eV
**HOMO-LUMO gap (alpha / beta)**: 6.70 / 6.70 eV
**LUMO (alpha / beta)**: -9.609 / -9.603 eV
**Net charge**: +2